Entry 1:
Formula: C26H30N2O5
Source: the Open Molecules 2025 dataset
Level of theory: ωB97M-V/def2-TZVPD

Properties
Kohn-Sham gap: 0.2931 Ha
relative energy (zero: lowest compared OMol25 entry of this formula, charge and spin): 2.1187 eV
calculated total energy: -1494.465635 hartree
largest force on an atom: 1.30 eV/Å

Geometry as XYZ:
```
63
Properties=species:S:1:pos:R:3:forces:R:3
C -0.8688 -4.8268 -1.3097 0.1028 0.3052 0.1409
C -0.3469 -3.4060 -1.0594 -0.0567 -0.1086 -0.0934
N -0.7045 -2.7991 0.2123 -0.1383 -0.0085 0.1024
C -2.1327 -2.7282 0.4779 -0.0891 0.1037 -0.0795
C -2.8967 -1.9846 -0.6133 0.0951 -0.2156 0.1969
C 0.0647 -3.3232 1.3319 0.3210 0.0326 -0.0666
C 1.4116 -2.6016 1.4752 -0.2915 0.0385 0.1686
C 1.2836 -1.2785 2.2349 0.2235 -0.3101 0.1060
N 0.2997 -0.4023 1.6616 0.0167 0.1287 -0.0955
C -0.8380 -0.0455 2.2996 -0.0180 -0.0319 0.3270
O -1.1757 -0.3679 3.4191 -0.2757 0.0204 0.1261
C -1.5572 0.8226 1.3206 0.5365 0.1905 -1.1723
O -2.7346 1.3952 1.5594 0.0543 -0.2688 0.4895
C -3.2550 2.1411 0.5481 -0.2067 0.4427 -0.7387
C -4.4923 2.7442 0.7807 0.1577 -0.1622 0.1626
C -5.0764 3.5135 -0.2005 0.0862 -0.0901 0.0892
C -4.4410 3.6954 -1.4264 0.0693 0.0170 -0.1314
C -3.2220 3.1028 -1.6602 -0.0426 -0.0139 0.0827
C -2.6051 2.3165 -0.6827 -0.1510 0.0287 0.1751
C -1.2958 1.6871 -0.9638 -0.0454 0.0092 -0.0027
O -0.6998 1.8077 -2.0204 -0.0301 -0.0856 0.1471
C -0.8409 0.9122 0.1735 -0.2549 -0.1788 0.6723
C 0.4084 0.1002 0.3075 0.0475 0.0327 -0.3580
C 1.6667 0.9026 0.0828 0.1400 -0.0165 -0.1004
C 1.8758 2.0705 0.7864 0.2820 0.0372 -0.1295
C 3.0194 2.8426 0.5842 -0.0551 -0.1613 -0.0491
O 3.1169 3.9740 1.3387 -0.2213 -0.1523 0.0278
C 4.2402 4.8010 1.1597 0.1377 0.0999 -0.0175
C 3.9529 2.4169 -0.3492 -0.0204 0.3189 0.2226
C 3.7527 1.2388 -1.0533 -0.1103 -0.3508 -0.1728
C 2.6213 0.4647 -0.8463 0.0416 0.2038 0.1666
O 2.3679 -0.7230 -1.4742 -0.1731 0.1219 0.1712
C 3.1999 -1.1061 -2.5414 0.1143 -0.0812 -0.1301
H -0.4637 -5.2008 -2.2465 0.0102 -0.0829 -0.0965
H -1.9535 -4.8404 -1.3770 -0.1278 -0.0556 -0.0150
H -0.5648 -5.5019 -0.5126 -0.0048 -0.1201 0.0409
H -0.7055 -2.7493 -1.8561 0.1177 -0.0139 -0.0596
H 0.7444 -3.4174 -1.1141 -0.0018 0.0879 -0.0822
H -2.2511 -2.1810 1.4175 -0.0339 -0.1275 0.0153
H -2.5823 -3.7262 0.6199 -0.0072 0.0595 0.0716
H -3.0000 -2.5867 -1.5122 -0.0381 -0.0222 -0.1462
H -2.3849 -1.0612 -0.8721 0.0347 0.1065 -0.0544
H -3.8937 -1.7404 -0.2536 -0.1126 0.0203 -0.0246
H 0.2449 -4.4036 1.2290 -0.0795 0.0121 0.0674
H -0.5057 -3.1761 2.2512 -0.0510 -0.0499 0.0072
H 2.1073 -3.2374 2.0248 0.1073 0.0150 -0.0207
H 1.8335 -2.4098 0.4887 0.1056 -0.0822 -0.0762
H 0.9631 -1.4634 3.2637 0.0927 0.0563 -0.0844
H 2.2539 -0.7676 2.2494 -0.0821 -0.0041 0.0716
H -4.9661 2.5904 1.7373 -0.0624 -0.0124 0.1090
H -6.0333 3.9779 -0.0157 -0.0783 0.0261 0.0427
H -4.9067 4.3005 -2.1891 -0.0294 0.0485 -0.0712
H -2.7031 3.2236 -2.5992 0.0480 0.0041 -0.0727
H 0.3938 -0.7378 -0.3989 -0.1216 0.1413 0.1586
H 1.1480 2.4080 1.5079 -0.1399 0.0519 0.1154
H 5.1698 4.2767 1.4050 -0.0273 0.0132 -0.0247
H 4.1056 5.6337 1.8483 0.0600 -0.0347 -0.0661
H 4.2983 5.1848 0.1359 0.0091 -0.0233 0.0249
H 4.8466 2.9871 -0.5467 0.0705 0.0763 0.0124
H 4.5026 0.9381 -1.7675 0.0502 -0.0605 -0.0722
H 4.2185 -1.3235 -2.2021 -0.0364 0.0280 -0.0195
H 2.7565 -2.0141 -2.9479 0.0741 0.0481 -0.0131
H 3.2294 -0.3391 -3.3207 0.0077 -0.0016 0.0253
```
Positions in Å, forces in eV/Å.


Entry 2:
Formula: C26H30N2P2Sc
Source: the Open Molecules 2025 dataset
Level of theory: ωB97M-V/def2-TZVPD

Properties
Kohn-Sham gap (alpha / beta): 0.1753 / 0.2055 Ha
relative energy (zero: lowest compared OMol25 entry of this formula, charge and spin): 1.6213 eV
charge: +1
calculated total energy: -2561.418860 hartree
largest force on an atom: 3.12 eV/Å

Geometry as XYZ:
```
61
Properties=species:S:1:pos:R:3:forces:R:3
C -2.8897 -0.9042 -3.6374 -0.3501 -0.0274 0.3857
C -1.8126 -0.5246 -2.8437 0.1470 -0.0494 0.5396
C -1.8796 0.6731 -2.0716 0.0253 0.3499 -0.4777
C -3.0494 1.4481 -2.1317 -0.2136 -0.5856 -0.4878
C -4.1509 1.0018 -2.8675 0.4973 -0.0648 -0.1182
C -4.0722 -0.1611 -3.6271 0.1483 -0.1407 -0.1354
C -3.0747 2.8001 -1.5026 -0.3645 0.5237 -0.4677
C -1.7190 3.3521 -1.1956 0.5498 0.5148 0.2585
C -0.5870 2.5209 -1.2000 -0.2110 0.7123 -0.3459
C 0.7088 3.1184 -1.1304 -0.1358 -0.3950 0.1622
C 0.8127 4.5028 -1.0039 -0.3694 0.0420 0.1497
C -0.3282 5.3077 -0.8975 0.0683 -0.1438 0.0550
C -1.5905 4.7274 -0.9773 0.4393 -0.2905 -0.2431
H -2.8051 -1.8125 -4.2389 -0.0944 0.2881 0.0857
H -5.0486 1.6189 -2.8940 0.1548 -0.1662 -0.0081
H -4.9037 -0.4740 -4.2508 0.0670 0.0559 0.1322
H -3.5504 3.4908 -2.2190 0.1530 -0.1820 0.0889
H 1.8049 4.9590 -0.9995 -0.2969 -0.0998 0.0578
H -0.2223 6.3818 -0.7757 -0.0186 -0.1666 -0.0026
H -2.5003 5.3260 -0.9202 0.2830 -0.0110 -0.0599
N -0.7582 1.1394 -1.3653 0.2261 -0.1911 -0.6171
Sc 0.1537 -0.2477 -0.2158 -0.7568 -1.5041 -0.4621
C -0.5713 -1.4167 -2.8064 -0.2878 -0.4748 -0.7769
H 0.3469 -0.7985 -2.8562 -0.1171 -0.3313 0.1443
H -0.5689 -2.1157 -3.6595 0.0134 0.5928 -0.2783
C 2.0033 2.3108 -1.2471 0.3423 0.1185 -0.2517
H 2.0621 1.7994 -2.2218 -0.0474 0.0743 0.2238
H 2.8680 2.9839 -1.1695 -0.2354 0.0774 -0.2690
P -0.5431 -2.5508 -1.3777 0.9717 2.9401 -0.3444
P 2.2493 1.0631 0.0807 -0.1647 0.7302 0.1963
C 2.5109 2.1212 1.5358 0.2298 -0.0757 0.4287
H 2.3804 1.5087 2.4398 0.1613 0.2291 -0.1874
H 3.5128 2.5743 1.5301 -0.2451 -0.0980 0.0533
H 1.7568 2.9200 1.5645 0.1473 -0.2710 -0.1544
C 3.7920 0.1404 -0.1794 0.3897 0.1071 -0.0412
H 4.6765 0.7854 -0.0991 -0.1009 -0.2490 -0.0742
H 3.8416 -0.6498 0.5872 0.0638 0.3098 -0.1948
H 3.7737 -0.3491 -1.1634 0.0611 0.1928 0.2067
C -1.7614 -3.8172 -1.5174 -0.4612 -0.9894 0.1771
H -1.4958 -4.5527 -2.2924 -0.0380 0.2623 0.2371
H -1.8463 -4.3293 -0.5459 -0.0216 0.0919 -0.2884
H -2.7380 -3.3738 -1.7603 0.3264 0.0582 0.0720
C 1.1269 -3.0618 -1.0156 0.4469 -1.1266 -0.2049
H 1.1970 -3.4388 0.0143 -0.0818 0.0143 -0.2209
H 1.3824 -3.8821 -1.7041 0.3629 0.0853 0.2942
H 1.8827 -2.2642 -1.1405 -0.4218 -0.1069 -0.1162
H -3.7479 2.8539 -0.6615 -0.1358 -0.2504 0.6937
H -1.0640 -1.7834 -0.2431 -1.1978 -0.1979 1.1055
N 0.0848 -0.6918 1.7891 0.2753 -0.3684 1.8335
C 0.3983 -1.1440 2.8337 -0.1326 0.1404 -1.2676
C 0.7911 -1.8440 3.9815 0.0365 -0.0354 0.5731
C 1.2222 -3.1839 3.8663 0.0289 0.1028 0.0934
C 1.6306 -3.8674 5.0050 -0.0325 0.1738 0.0198
C 1.6114 -3.2307 6.2538 -0.1261 0.2875 -0.1115
C 1.1901 -1.8939 6.3663 -0.1183 -0.0931 -0.3938
C 0.7780 -1.1949 5.2342 0.0930 -0.2783 0.0952
H 1.2350 -3.6558 2.8807 -0.0045 0.0730 0.3778
H 1.9623 -4.9034 4.9103 -0.1006 0.3383 0.1214
H 1.9170 -3.7674 7.1480 -0.0157 0.0609 -0.1969
H 1.1720 -1.3877 7.3318 0.0513 -0.2441 -0.2315
H 0.4428 -0.1567 5.2731 0.1372 -0.3396 0.1675
```
Positions in Å, forces in eV/Å.


Entry 3:
Formula: C26H30N4O3
Source: the Open Molecules 2025 dataset
Level of theory: ωB97M-V/def2-TZVPD

Properties
Kohn-Sham gap: 0.2944 Ha
relative energy (zero: lowest compared OMol25 entry of this formula, charge and spin): 3.4079 eV
calculated total energy: -1453.483765 hartree
largest force on an atom: 0.55 eV/Å

Geometry as XYZ:
```
63
Properties=species:S:1:pos:R:3:forces:R:3
C -7.4266 -0.1688 1.3762 -0.0441 0.2221 0.0334
O -7.1191 -1.5263 1.1728 0.1119 -0.3066 -0.1015
C -5.9897 -1.8473 0.4849 0.0893 -0.1702 0.0074
C -5.7669 -3.2125 0.2882 -0.1331 0.1825 0.0681
C -4.6625 -3.6448 -0.4153 -0.0629 0.0584 0.0522
C -3.7593 -2.7296 -0.9300 0.1418 0.2552 -0.0653
C -3.9587 -1.3727 -0.7177 -0.1613 -0.4641 -0.0755
C -2.9686 -0.4158 -1.2910 -0.0424 0.1559 0.1647
O -2.4339 -0.5879 -2.3697 0.0807 -0.1557 -0.2198
N -2.6927 0.6499 -0.4997 -0.0554 0.0793 0.2320
C -1.7830 1.7065 -0.8675 0.0407 0.1098 0.0176
C -0.6104 1.8767 0.1230 -0.1080 0.1080 -0.1308
C -0.2394 3.3397 0.1259 0.0681 0.1696 0.0690
C 0.5020 3.8818 -0.9192 -0.1009 0.0786 0.1511
C 0.7901 5.2350 -0.9078 -0.0672 -0.0669 0.0315
C 0.3177 6.0003 0.1493 0.1564 0.1079 -0.2005
N -0.3886 5.4972 1.1460 -0.1528 0.3779 0.3667
C -0.6559 4.2034 1.1315 0.0089 -0.3762 -0.1705
N 0.5641 1.0936 -0.2360 -0.1561 0.0236 0.1111
C 0.3080 -0.3158 -0.4776 0.0872 -0.1959 -0.2779
C 1.5993 -0.9866 -0.9393 -0.3239 -0.0447 -0.0085
N 2.6243 -0.8375 0.0691 -0.1112 0.2217 -0.1038
C 3.6017 -1.8202 0.1968 0.3193 -0.2165 0.1216
C 3.1819 -3.1254 0.4532 0.1425 0.0863 -0.0560
C 4.0771 -4.1618 0.6341 0.0490 -0.1145 -0.0391
C 5.4330 -3.9078 0.5824 -0.0050 -0.0303 0.0120
C 5.8812 -2.6207 0.3317 0.1579 0.0711 -0.0059
C 4.9911 -1.5778 0.1225 -0.0975 0.1089 -0.0756
O 5.3926 -0.2993 -0.1857 -0.4133 -0.3424 0.0325
C 6.7667 -0.0173 -0.2408 0.2291 0.0468 -0.0250
C 2.8905 0.5578 0.3127 -0.1961 0.3035 0.3830
C 1.5943 1.2164 0.7831 0.3741 0.0586 -0.0061
C -5.0755 -0.9278 -0.0139 -0.1415 0.1026 0.1078
H -8.3732 -0.1592 1.9140 0.0725 0.0545 -0.0370
H -6.6640 0.3313 1.9827 -0.0170 -0.0174 -0.0385
H -7.5458 0.3642 0.4273 0.0195 -0.0185 0.0355
H -6.4861 -3.9086 0.6898 -0.0868 -0.0879 0.0457
H -4.5068 -4.7017 -0.5691 0.0092 -0.0942 -0.0016
H -2.8980 -3.0491 -1.4951 0.0713 -0.0240 -0.0747
H -3.1173 0.7061 0.4122 -0.0013 -0.1375 -0.0899
H -1.4056 1.4838 -1.8667 -0.0126 0.0909 0.0394
H -2.3396 2.6513 -0.9074 0.1327 -0.1388 -0.0468
H -0.9805 1.6005 1.1337 0.0442 0.0616 -0.1054
H 0.8500 3.2359 -1.7105 0.0721 -0.0732 -0.0925
H 1.3662 5.6880 -1.6998 0.0464 0.0579 -0.0604
H 0.5132 7.0630 0.2062 0.0737 0.0829 -0.0842
H -1.2334 3.8389 1.9730 -0.0399 -0.1600 0.0564
H -0.4290 -0.4280 -1.2700 -0.0305 -0.0031 0.0100
H -0.0614 -0.8199 0.4343 0.0140 -0.0080 -0.0451
H 1.4159 -2.0421 -1.1364 0.0009 0.0526 -0.0043
H 1.9187 -0.5075 -1.8794 -0.0440 -0.0706 -0.0163
H 2.1220 -3.3186 0.5235 -0.1135 0.0372 0.0499
H 3.7137 -5.1596 0.8282 -0.0358 -0.0791 0.0223
H 6.1492 -4.7015 0.7308 0.0613 -0.0621 0.0173
H 6.9440 -2.4449 0.2781 0.0759 0.0679 -0.0102
H 6.8362 1.0436 -0.4788 0.0592 -0.0760 0.0149
H 7.2689 -0.5948 -1.0243 -0.0142 0.0136 0.0497
H 7.2592 -0.2033 0.7198 -0.0193 -0.0118 -0.0491
H 3.6429 0.6566 1.0936 -0.0436 0.0374 -0.0717
H 3.2444 1.0736 -0.5920 0.0299 0.0081 0.0914
H 1.7802 2.2748 0.9783 0.0204 -0.0751 0.0155
H 1.2726 0.7401 1.7278 0.0190 0.0487 -0.0417
H -5.2416 0.1324 0.1039 -0.0480 0.0800 0.0213
```
Positions in Å, forces in eV/Å.